(1)
Molecular formula: H37O18
Method: DFT, wB97M-V/def2-TZVPD

```
55
Properties=species:S:1:pos:R:3:forces:R:3:mulliken_charge:R:1
O -1.28163 0.65568 2.19894 0.2 0.2 -2.0 -0.6616
O 0.29360 0.14368 3.96725 -1.3 1.0 -2.2 -0.6194
O 2.25926 4.30121 2.61350 -1.0 -0.7 0.6 -0.5486
O -0.89724 -2.22549 -4.25482 -0.1 2.4 1.7 -0.5954
O 1.12619 1.44917 1.97844 0.3 -0.1 0.6 -0.4387
O -1.79548 0.73588 -0.56724 1.6 -0.7 -0.1 -0.5584
O -1.36611 0.81984 -5.78684 -1.9 2.8 -1.5 -0.6025
O -5.90639 0.19521 0.82579 -0.5 0.0 1.6 -0.6213
O 1.59268 -5.89275 -0.35267 0.1 -0.8 -1.3 -0.6253
O -1.62803 -2.00116 2.30362 -1.3 1.4 2.5 -0.5262
O 1.73122 5.32020 -2.18693 1.4 -1.4 0.8 -0.6436
O 1.85914 -1.37652 -0.78334 0.3 0.0 -0.9 -0.6777
O -0.83204 -5.21523 -1.78018 -0.4 -0.4 -0.7 -0.6249
O 3.60520 0.86421 0.81228 2.7 -0.4 0.6 -0.5874
O 2.58332 4.10045 -0.03858 0.1 0.8 0.5 -0.6369
O 1.08833 -1.23423 1.53057 -0.8 -0.3 0.4 -0.6726
O 0.22217 2.22984 -0.84013 0.8 1.5 0.6 -0.4745
O -3.52204 -3.06206 -0.34085 0.0 0.0 0.0 -0.5738
H -2.27779 -2.26448 3.03180 1.5 -0.3 -2.1 0.2956
H 3.18865 4.14887 2.57532 1.0 -0.2 0.0 0.2879
H -1.10632 -1.41526 -3.68197 -0.4 -1.7 -1.2 0.2699
H 1.55843 -0.39989 1.38258 -0.5 -1.5 -0.5 -0.0355
H -0.52675 2.86517 -0.83427 0.8 -1.0 -0.4 0.2471
H 3.44832 4.03255 -0.39361 1.7 0.3 -0.5 0.3001
H 0.78952 0.79899 3.13511 0.0 -1.0 0.6 0.5603
H -6.04031 0.88562 1.51295 0.1 -0.7 -0.9 0.3203
H -1.34775 0.93802 -4.86330 0.8 -1.0 1.1 0.2832
H 2.18821 5.24456 2.53795 -0.3 0.7 -0.1 0.2822
H -3.98630 -3.49508 -1.07030 0.1 0.1 0.2 0.2809
H -1.98798 0.09610 1.88248 -1.0 -0.4 0.5 0.3142
H -0.52075 0.76653 3.81369 0.8 -1.5 0.7 0.5854
H -4.16891 -2.98765 0.36941 -0.1 0.0 -0.1 0.3190
H 1.17462 -6.39165 -1.08523 -0.8 0.5 0.6 0.3399
H 4.03509 1.58565 0.33005 -0.7 0.2 -0.4 0.2645
H 4.47881 0.51500 1.19064 -2.0 -0.1 -0.2 0.2836
H 1.95022 1.05047 1.62867 0.3 1.5 0.2 0.4467
H 2.47728 -6.06739 -0.69010 0.7 0.4 0.7 0.3022
H -1.63844 -5.67853 -1.52107 0.2 0.2 0.1 0.3107
H 1.33353 5.92012 -1.57170 -0.6 0.8 0.3 0.2750
H 2.35641 3.19931 0.06656 -1.2 -1.5 0.1 0.1923
H -0.64513 0.37506 1.47876 -0.5 0.8 1.2 0.4575
H 0.87611 -1.66210 0.64574 0.9 1.1 1.2 0.4136
H -0.04752 1.36945 -1.15282 -0.8 0.0 -0.1 0.2501
H -1.00784 0.17044 -6.34561 1.0 -1.7 0.4 0.3282
H 2.25714 4.76595 -1.51672 -1.5 1.0 -1.8 0.4599
H -0.07054 -0.64825 3.39941 1.0 1.2 0.9 0.4760
H -1.37165 -2.64398 1.66404 -0.4 -1.3 -0.2 0.2343
H 1.13199 2.42676 1.94822 0.4 -0.2 0.0 0.2045
H 2.51787 -2.08979 -0.79686 -0.1 0.4 0.0 0.3288
H 2.25945 -0.60200 -0.35172 0.3 -0.6 -0.6 0.3840
H 0.05104 -2.11849 -4.14436 0.6 -0.7 -0.5 0.3144
H -5.42774 0.59777 0.12172 0.4 0.6 -0.8 0.3015
H -2.52435 0.30054 -0.94691 -1.6 -0.8 -0.6 0.1879
H -2.07427 1.47517 -0.05761 -0.6 0.8 0.6 0.3200
H -0.43449 -4.87149 -0.98974 0.2 0.1 0.7 0.3024
```
Forces are in eV/Å.

As for the charge: +1. For the HOMO energy, the calculation gives -12.74 eV. The total energy comes out at -37446.474 eV. As for the multiplicity: 1.

=====

(2)
Molecular formula: H37O18
Method: DFT, wB97M-V/def2-TZVPD

```
55
Properties=species:S:1:pos:R:3:forces:R:3:mulliken_charge:R:1
O -4.73815 -1.63686 -2.58390 -0.5 -0.3 -0.1 -0.6428
O 2.82826 -3.63116 -1.75100 0.5 0.1 -0.3 -0.6073
O -2.74740 2.22602 -1.82940 -0.1 0.5 -1.3 -0.6524
O -1.34361 -2.34240 -5.27514 -0.2 0.3 0.0 -0.6171
O 3.10796 -1.85279 3.23513 -0.2 -0.8 0.1 -0.6089
O 0.79289 -0.59285 -4.02638 1.0 1.2 -2.1 -0.6294
O -2.85760 -0.11932 1.91774 -0.9 2.0 1.3 -0.7159
O -1.29406 -1.71516 -1.61844 0.0 0.0 2.0 -0.6198
O 0.70284 2.72378 -1.43498 -0.4 -0.2 -1.1 -0.5772
O 5.45649 -0.88030 2.53381 0.5 0.8 -1.4 -0.6399
O -1.33367 1.30815 0.06956 0.2 -0.3 0.6 -0.6763
O -2.02285 -2.55677 2.18537 0.2 -1.5 -0.1 -0.5720
O -1.69044 2.11046 2.51754 0.3 -2.7 0.4 -0.7100
O -2.72058 -0.09451 -3.05399 -1.4 -0.4 -0.5 -0.7579
O 0.47621 1.94736 3.75027 0.7 0.3 -0.6 -0.6521
O 3.22650 3.75579 1.41367 -0.1 -0.7 0.8 -0.6152
O -0.54255 -0.38001 3.88153 -0.5 -0.8 -0.4 -0.6815
O 4.59175 1.47730 0.29914 -1.6 0.5 -0.6 -0.6057
H -2.40540 1.15470 2.41267 1.2 0.9 0.9 0.6444
H -2.71608 0.39890 1.11254 0.7 -1.2 -0.7 0.3074
H -0.77231 -1.73522 -4.77251 -0.1 -0.2 -0.2 0.3361
H -3.24277 -0.66734 -2.43920 0.9 0.4 0.1 0.5299
H 3.71284 -3.60906 -2.15408 -0.5 -0.1 0.3 0.3125
H 2.77802 -0.95313 3.25021 0.1 0.1 -0.3 0.2514
H -1.40070 -0.47964 4.30847 0.2 0.1 0.3 0.3424
H 5.54094 -1.82967 2.60722 0.5 0.0 0.9 0.2936
H -3.35896 -0.20824 -3.77898 0.7 0.4 -0.3 0.2498
H -5.66465 -1.60269 -2.31930 0.1 0.0 0.0 0.2881
H -0.61894 1.73285 3.06460 -2.5 1.6 -1.3 0.5317
H -0.37010 1.26048 0.06069 -0.3 -0.4 -0.6 0.1522
H -1.79860 -3.22593 2.84533 0.1 0.4 0.5 0.2886
H -1.04379 -0.97589 -2.17530 0.0 -0.8 -0.9 0.2492
H -1.71015 1.14024 -0.82295 0.3 0.8 0.1 0.4396
H -2.05330 -3.15271 1.41678 -0.1 0.8 -0.2 0.2678
H -3.11882 1.68094 -2.54828 -0.2 -0.5 0.7 0.3473
H -1.57732 2.13133 1.52822 0.3 0.3 0.3 0.5106
H 0.82700 -0.02531 -4.84713 -1.1 -0.3 1.2 0.3344
H -1.81279 -1.80396 -5.93000 0.3 -0.2 0.3 0.2997
H 0.29522 2.42498 4.57689 0.4 0.5 -0.5 0.3804
H 1.71225 -0.86667 -4.17412 0.0 -0.8 1.0 0.2933
H -2.11452 -0.66802 2.23069 0.1 -0.2 -1.1 0.4550
H 0.44706 3.22082 -0.65501 0.7 -0.4 0.3 0.2903
H 3.34354 3.61712 0.47032 -0.2 0.3 -0.1 0.3287
H -0.13350 0.43342 4.16631 0.0 -0.5 0.5 0.3817
H 1.43478 2.09338 -1.37831 -0.1 0.6 0.7 0.2896
H 2.98234 -3.74161 -0.80827 0.0 0.0 0.0 0.3031
H 5.26870 2.05723 0.65048 0.6 -0.9 0.1 0.3087
H -1.39154 -2.57196 -2.03199 0.3 0.4 -0.8 0.2918
H 3.82853 -1.89894 2.58299 -0.9 0.6 0.4 0.3732
H 4.76059 0.53697 0.19564 1.0 0.4 0.5 0.2899
H 2.80903 4.59090 1.62737 0.1 0.3 -0.6 0.3052
H -2.16053 2.74522 -2.40082 0.3 0.3 0.7 0.3202
H 5.27432 -0.42383 3.35779 0.1 -0.7 0.3 0.3384
H -4.73808 -2.01252 -3.47216 0.0 -0.2 0.1 0.3141
H 1.13086 2.37081 3.14425 -0.3 0.0 1.0 0.3413
```
Forces are in eV/Å.

As for the charge: +1. For the HOMO energy, the calculation gives -12.86 eV. The total energy comes out at -37447.370 eV. As for the multiplicity: 1.

=====

(3)
Molecular formula: H37O19
Method: DFT, wB97M-V/def2-TZVPD

```
56
Properties=species:S:1:pos:R:3:forces:R:3:mulliken_charge:R:1
O -3.01941 -1.70568 -0.61070 -1.1 0.4 1.0 -0.6038
O -0.09676 1.04313 -0.14235 0.1 -1.0 0.1 -0.2511
O -0.51680 -0.93677 3.33197 1.3 0.0 0.6 -0.6875
O 2.59970 -0.10229 1.10003 0.1 0.2 1.1 -0.6613
O 2.30026 0.33854 3.81577 -1.0 0.1 -0.3 -0.7132
O 0.12614 -3.06181 1.72443 0.9 -0.4 -1.0 -0.4748
O 0.08764 3.65677 1.54201 0.2 0.4 1.2 -0.6640
O 0.41653 -1.79110 -0.69468 -0.5 0.1 -2.1 -0.4031
O 0.64604 -4.99636 -0.32876 -0.1 -0.4 -0.4 -0.6709
O 1.45305 0.72095 -4.52679 0.1 0.3 0.3 -0.6557
O 3.97447 -0.94725 -2.06149 0.2 -0.1 -0.5 -0.5961
O -2.57245 4.44807 -1.23612 -0.2 0.2 0.0 -0.7527
O -0.98759 -4.49237 -3.11840 -1.5 -1.7 -1.3 -0.6496
O -2.47516 0.88016 3.98787 -0.4 0.2 -0.4 -0.6834
O -2.01294 0.81404 1.35488 0.7 -0.3 -0.1 -0.6463
O 5.25119 -0.16227 0.90119 -0.9 0.0 0.2 -0.6680
O 1.01325 3.10808 -1.54783 0.4 -0.3 -0.8 -0.5676
O -1.79692 1.95938 -2.19926 0.7 0.7 -0.4 -0.5720
O -4.15425 1.25914 -1.49044 -1.1 -0.7 0.3 -0.5445
H 3.46771 -1.59462 -1.56657 -0.2 0.1 0.1 0.3091
H 2.66955 0.25271 2.01682 0.4 -0.2 -0.6 0.4968
H 1.68880 1.05102 4.03056 0.5 0.8 0.5 0.3529
H -3.42074 -2.49945 -0.96579 0.5 -0.1 -0.5 0.2638
H -4.23009 0.37978 -1.09374 0.2 0.1 0.4 0.2930
H 4.92902 -0.16517 1.81272 0.7 0.0 0.2 0.2720
H -2.14636 2.85995 -2.27414 -0.2 -0.4 -0.4 0.4601
H -1.33650 -1.40712 3.18518 -0.4 0.6 -0.1 0.3000
H 1.05941 3.22005 -2.50721 -0.1 0.5 0.1 0.3262
H 2.29143 0.63353 -4.06089 0.2 -0.3 -0.1 0.3450
H -1.57592 0.96008 3.66766 0.5 0.2 0.9 0.3405
H -0.52484 2.93072 1.38967 -0.1 0.1 -0.6 0.3908
H -2.21701 -1.45640 -1.05376 0.5 -0.3 -0.6 0.3282
H -1.12479 2.06352 -1.50385 0.1 -0.9 0.0 0.2069
H 0.18641 1.91754 0.10850 0.3 0.1 0.3 -0.0735
H 0.84558 0.91924 -3.80514 -0.3 -0.1 -0.1 0.3026
H 0.48206 4.06120 0.76810 -0.3 -0.6 -0.5 0.2822
H 0.58340 -3.42182 2.48350 -0.5 0.1 0.4 0.2240
H -3.17105 3.82186 -0.81542 -0.3 0.0 0.0 0.3386
H -2.73258 1.12726 0.80854 -0.1 0.0 -0.3 0.1125
H 0.77764 -2.27681 0.01945 0.3 -0.2 1.5 0.2282
H 1.46749 -4.85685 0.14778 0.0 0.1 0.0 0.2847
H -1.11745 0.75981 0.66026 -0.6 0.8 0.1 0.1652
H -4.13769 1.00807 -2.41622 0.3 0.4 -0.3 0.2854
H 3.89367 -0.12225 -1.58276 -0.1 0.1 0.3 0.2857
H 1.60285 -0.21874 3.43946 0.3 -1.1 0.2 0.2992
H 0.13605 -4.19427 -0.18076 0.1 0.1 0.2 0.4495
H -1.71417 4.06303 -1.04540 0.4 0.3 0.2 0.3296
H -0.67023 -4.77557 -2.26973 0.8 1.0 0.4 0.3087
H -0.46965 -0.19568 2.72016 -0.7 -0.3 -0.5 0.1977
H 1.15899 2.14681 -1.50598 -0.3 0.0 0.7 0.1724
H -0.02638 -0.99500 -0.38792 0.4 0.5 0.4 0.0591
H -0.85989 -3.63323 -3.49558 0.8 0.7 1.0 0.3156
H 1.66302 0.01955 0.95963 -0.9 0.2 -1.0 0.1075
H -2.79876 0.82515 3.06912 -0.6 0.0 0.2 0.4246
H 4.34655 -0.16904 0.52132 0.6 0.0 -0.3 0.4444
H -0.80775 -2.92751 1.85465 -0.2 -0.1 0.5 0.2363
```
Forces are in eV/Å.

As for the charge: -1. For the HOMO energy, the calculation gives -6.91 eV. The total energy comes out at -39504.791 eV. As for the multiplicity: 1.